Entry 1:
C27H24F3IrN3O3P as an isolated structure at a distorted geometry. Source: OMol25; level of theory: ωB97M-V with the def2-TZVPD basis set.

Values from the calculation:
HOMO level (alpha / beta)   -17.65 / -17.47 eV
Spin multiplicity   2
Orbital gap (alpha / beta)   0.2131 / 0.2356 Ha
Relative energy (zero: lowest compared OMol25 entry of this formula, charge and spin)   51.82 kcal/mol
Net charge   +3
DFT total energy   -59253.156 eV
LUMO energy (alpha / beta)   -0.4357 / -0.4065 hartree

Geometry as XYZ:
```
62
Properties=species:S:1:pos:R:3:forces:R:3:mulliken_spin:R:1
Ir 0.142031 -0.240883 0.899027 -1.038 -1.311 0.758 0.95
O -0.190771 1.239421 2.781566 -0.916 1.176 0.356 0.28
C -1.153705 1.073279 2.090125 3.210 -2.370 -0.456 0.08
C -2.557666 1.033098 2.166242 -2.072 1.047 -0.455 0.01
C -3.279617 2.081615 2.771107 0.767 -0.510 0.037 0.00
C -4.659403 2.041906 2.774165 -0.544 -0.216 -0.031 -0.01
C -5.342993 0.980977 2.180106 0.278 0.530 0.324 0.01
C -4.641561 -0.035504 1.540694 0.389 -0.516 -0.014 -0.01
C -3.254552 -0.011240 1.509493 0.247 0.539 0.232 -0.03
P -2.227884 -1.250099 0.716348 0.509 0.039 0.280 -0.19
C -3.312807 -2.446284 -0.083272 0.559 0.360 -0.578 -0.04
C -4.086258 -2.019479 -1.171646 -0.019 0.157 -0.141 -0.03
C -5.068613 -2.845690 -1.691925 0.170 -0.015 -0.011 0.00
C -5.235704 -4.126065 -1.174489 0.004 0.181 0.143 -0.03
C -4.445133 -4.558468 -0.116287 0.055 -0.085 0.192 0.00
C -3.458532 -3.744468 0.417449 -0.162 0.037 0.095 -0.02
C -1.243400 -2.163738 1.951350 0.374 1.052 -0.811 -0.06
C -0.503596 -3.269265 1.472136 0.123 -0.131 0.020 0.00
C 0.187819 -4.069275 2.359133 0.061 -0.060 -0.066 0.00
C 0.179377 -3.768453 3.721640 -0.044 0.000 -0.176 -0.04
C -0.529556 -2.666889 4.198340 -0.169 0.274 0.085 -0.01
C -1.236377 -1.858985 3.326626 0.059 -0.177 0.312 -0.02
H -2.738205 2.901274 3.221921 -0.044 0.081 0.068 0.00
H -5.212792 2.838920 3.250777 -0.020 0.041 -0.024 0.00
H -6.422692 0.953199 2.221454 -0.040 -0.005 -0.084 0.00
H -5.174592 -0.861735 1.090806 -0.033 0.012 -0.047 0.00
H -3.900676 -1.055397 -1.630419 -0.141 0.095 0.095 0.00
H -5.697917 -2.500935 -2.500627 0.085 0.007 -0.069 0.00
H -5.987813 -4.781291 -1.590080 -0.055 -0.023 0.025 0.00
H -4.624412 -5.525762 0.333742 0.106 -0.081 -0.129 0.00
H -2.847932 -4.104243 1.232499 -0.128 -0.030 0.089 0.00
H -0.521087 -3.509802 0.416261 0.040 0.023 -0.020 0.00
H 0.726739 -4.933860 1.997403 0.011 -0.046 -0.002 0.00
H 0.717074 -4.404196 4.412018 0.011 -0.022 0.057 0.00
H -0.550349 -2.447326 5.256771 0.021 -0.034 0.039 0.00
H -1.826811 -1.040302 3.717021 0.031 0.032 -0.010 0.00
C 2.204967 -3.065860 -2.660301 -0.166 0.006 -0.546 0.00
O 2.672498 -2.989492 -1.290792 0.152 -0.014 0.383 0.00
C 2.056439 -2.228524 -0.446489 -0.209 0.079 0.075 0.00
O 1.015961 -1.592816 -0.690513 -0.161 0.471 0.125 0.04
N 2.629167 -2.206108 0.779812 0.243 -0.046 0.082 0.00
N 2.108518 -1.364556 1.774979 -0.098 0.607 -0.221 0.07
H 2.509360 -4.039874 -3.030200 0.030 0.031 0.122 0.00
H 2.691167 -2.284752 -3.242797 -0.001 -0.017 0.109 0.00
H 1.124340 -2.956279 -2.709446 0.055 -0.026 0.088 0.00
H 3.494390 -2.706136 0.947649 -0.031 0.078 -0.039 0.00
H 2.805086 -0.667228 2.042457 0.018 -0.122 -0.051 0.00
H 1.876096 -1.913861 2.603677 -0.143 0.033 -0.106 0.00
F 4.982388 3.947351 -2.180506 -0.048 0.017 -0.032 0.00
C 4.931253 3.758559 -0.867710 0.000 -0.148 0.040 0.00
F 4.941517 4.934955 -0.252721 -0.040 0.025 0.030 0.00
F 6.016883 3.069875 -0.493354 -0.034 0.023 0.011 0.00
C 3.694323 2.953800 -0.473345 0.124 0.094 -0.103 0.00
C 3.307820 2.905837 0.859785 -0.215 -0.195 -0.148 0.00
C 2.233518 2.102814 1.201417 0.280 0.369 0.414 0.00
N 1.569619 1.387063 0.291072 -1.536 -1.345 -0.061 0.03
C 1.915761 1.460762 -0.996227 0.200 0.121 -0.521 0.00
C 2.981611 2.236225 -1.423129 -0.132 -0.034 0.256 0.00
H 3.821769 3.473963 1.622824 0.015 0.011 -0.007 0.00
H 1.897163 2.051729 2.227568 -0.004 -0.071 -0.032 0.00
H 1.330391 0.886754 -1.701850 0.003 -0.018 0.060 0.00
H 3.239869 2.272887 -2.471687 0.011 0.020 -0.008 0.00
```
Positions in Å, forces in eV/Å.

Entry 2:
C27H24N6PRuS3 as an isolated structure at a distorted geometry. Source: OMol25; level of theory: ωB97M-V with the def2-TZVPD basis set.

Values from the calculation:
HOMO level (alpha / beta)   -8.06 / -8.05 eV
Spin multiplicity   2
Orbital gap (alpha / beta)   0.2442 / 0.2543 Ha
Relative energy (zero: lowest compared OMol25 entry of this formula, charge and spin)   0.00 kcal/mol
Net charge   0
DFT total energy   -81706.200 eV
LUMO energy (alpha / beta)   -0.0521 / -0.0414 hartree

Geometry as XYZ:
```
62
Properties=species:S:1:pos:R:3:forces:R:3:mulliken_spin:R:1
Ru 0.261387 0.363336 0.380595 0.944 -1.908 0.492 0.96
C -1.865493 -3.272027 2.056579 0.174 -0.017 0.133 0.00
C -0.812196 -4.157141 2.240496 -0.050 0.245 -0.034 0.00
C 0.482815 -3.680725 2.169189 -0.003 0.189 0.119 0.01
C 0.704430 -2.326906 1.921199 -0.353 -0.170 0.123 0.01
N -0.327311 -1.486584 1.747512 0.465 0.962 -1.598 -0.01
C -1.570942 -1.943083 1.808686 -0.418 -0.027 0.026 0.00
C 2.035592 -1.738992 1.770484 0.119 0.307 -0.242 -0.02
C 3.177966 -2.349099 2.290455 -0.201 0.130 -0.090 -0.02
C 4.425568 -1.801020 2.062641 0.144 -0.012 -0.003 0.04
C 4.546555 -0.645643 1.308955 -0.051 -0.041 0.065 -0.03
C 3.413662 -0.018932 0.812253 -0.186 0.359 -0.269 0.02
C 2.144468 -0.538513 1.041900 -1.497 0.556 -0.538 -0.08
H -2.890290 -3.603383 2.107247 -0.083 0.028 -0.021 0.00
H -0.994802 -5.204614 2.427915 -0.033 -0.082 -0.009 0.00
H 1.318653 -4.351749 2.277938 0.092 -0.047 0.007 0.00
H -2.360770 -1.214148 1.667267 0.119 -0.022 -0.059 0.00
H 3.093024 -3.246036 2.887460 -0.043 -0.060 0.012 0.00
H 5.306484 -2.281067 2.463117 0.051 -0.035 0.045 0.00
H 5.520508 -0.225187 1.101658 0.063 0.014 0.013 0.00
H 3.537131 0.879012 0.218562 -0.073 -0.022 0.058 0.00
N 0.732066 -1.417898 -5.647831 0.203 -0.012 -0.384 0.00
C 0.342539 -1.502661 -4.565293 0.428 0.608 -1.125 0.00
N -0.138324 -1.665169 -3.390846 -0.591 -0.916 1.336 0.00
C -0.267400 -1.071543 -2.316171 -0.037 -0.105 -0.346 0.00
N -0.554993 -0.660526 -1.246261 0.946 0.876 1.645 0.04
C 0.746091 5.422393 0.977336 -0.266 0.155 0.149 0.00
N 1.305478 4.306916 0.254328 -0.384 -0.632 -0.263 0.00
C 0.636628 3.451383 -0.530773 0.013 1.080 -0.195 0.00
N -0.604900 3.732032 -0.969265 0.432 0.033 0.512 0.00
S 1.473097 2.105032 -1.136804 -0.459 -1.414 0.473 -0.01
H 1.563476 6.000719 1.399447 -0.028 0.054 -0.047 0.00
H 0.114774 5.078206 1.802597 0.003 0.000 -0.065 0.00
H 0.166398 6.064864 0.311739 0.050 0.015 0.020 0.00
H 2.238973 4.004253 0.491545 -0.169 -0.063 0.007 0.00
H -1.204177 4.341485 -0.432833 0.008 -0.027 0.000 0.00
H -1.060445 2.995645 -1.489039 0.061 0.082 0.044 0.00
S -1.433953 0.030584 4.389218 0.003 0.549 0.119 0.00
P -1.319608 1.813927 3.571739 -0.061 -0.941 0.505 0.02
S -1.327153 1.875120 1.516220 0.636 0.198 -0.263 0.09
C -2.716421 2.906379 3.996398 0.273 -0.211 -0.210 0.00
C -3.802532 2.399584 4.691986 0.133 -0.038 0.059 0.00
C -4.893541 3.213395 4.944402 -0.106 0.116 -0.044 0.00
C -4.908951 4.514277 4.471014 -0.024 0.045 0.027 0.00
C -3.818206 5.022937 3.780648 0.036 0.152 -0.085 0.00
C -2.717137 4.222809 3.548367 0.021 -0.078 0.048 -0.01
C 0.169729 2.716698 4.122908 -0.396 -0.161 -0.248 -0.01
C 0.091770 3.574872 5.211558 -0.046 -0.075 -0.092 0.00
C 1.223781 4.246135 5.633291 0.148 0.056 0.040 0.00
C 2.427574 4.056252 4.973576 0.090 0.048 0.059 0.00
C 2.512339 3.173215 3.908279 0.055 -0.085 -0.090 0.00
C 1.383683 2.491591 3.489076 -0.051 -0.158 -0.255 0.01
H -3.774540 1.374989 5.034186 0.014 -0.080 0.022 0.00
H -5.735993 2.835844 5.502986 -0.091 -0.081 0.026 0.00
H -5.771060 5.141552 4.637183 -0.097 0.064 0.068 0.00
H -3.830195 6.042004 3.419222 -0.018 0.056 0.012 0.00
H -1.847590 4.601939 3.026140 -0.050 0.079 -0.059 0.00
H -0.848737 3.703276 5.726748 -0.068 0.083 0.043 0.00
H 1.171987 4.915251 6.477657 -0.014 0.082 0.108 0.00
H 3.311567 4.579606 5.304944 0.082 0.084 0.032 0.00
H 3.457462 3.009727 3.408254 0.069 -0.043 0.013 0.00
H 1.435217 1.767258 2.670696 0.070 0.255 0.176 0.00
```
Positions in Å, forces in eV/Å.

Entry 3:
C27H24O4S4SiV as an isolated structure. Source: OMol25; level of theory: ωB97M-V with the def2-TZVPD basis set.

Values from the calculation:
HOMO level (alpha / beta)   0.34 / -1.28 eV
Spin multiplicity   4
Orbital gap (alpha / beta)   0.1500 / 0.2093 Ha
Net charge   -2
DFT total energy   -113491.406 eV
LUMO energy (alpha / beta)   0.1626 / 0.1624 hartree

Geometry as XYZ:
```
61
Properties=species:S:1:pos:R:3:forces:R:3:mulliken_spin:R:1
V 0.221458 -0.108260 0.206592 -0.055 0.181 -0.050 2.15
S 2.570604 -0.654458 -0.186591 0.106 -0.005 -0.053 -0.03
S 3.542517 1.120229 0.306904 0.049 -0.257 0.100 0.01
S 2.610247 2.471778 -0.887071 -0.230 0.132 -0.093 0.01
S 0.630314 2.342713 -0.258800 0.059 0.016 -0.034 0.00
C -3.495041 -6.862297 0.580111 -0.060 -0.073 0.022 0.01
O -2.315521 -6.125121 0.460726 0.029 0.039 -0.021 0.01
C -2.464892 -4.763640 0.239651 0.170 0.064 -0.002 0.09
C -3.686643 -4.129208 0.097157 -0.104 -0.065 -0.166 -0.06
C -3.703336 -2.752958 -0.116019 0.062 -0.070 -0.216 0.25
C -2.536507 -1.965424 -0.184615 -0.180 -0.348 -0.155 -0.07
C -2.622038 -0.569350 -0.388336 -0.208 -0.115 -0.021 0.38
C -3.923148 0.104376 -0.720385 -0.171 -0.100 -0.057 -0.01
O -1.609587 0.242809 -0.283275 0.598 0.379 0.015 0.08
C -1.271650 -2.657214 -0.040277 -0.190 -0.054 0.043 0.10
O -0.128960 -2.035118 -0.115928 0.293 0.201 0.135 0.02
C -1.277499 -4.037282 0.167184 -0.167 0.028 -0.028 -0.04
H -3.197335 -7.898350 0.744516 -0.034 0.000 0.009 0.00
H -4.107899 -6.804902 -0.329153 0.008 -0.010 0.036 0.00
H -4.102124 -6.522119 1.429444 -0.005 -0.018 -0.036 0.00
H -4.626151 -4.663465 0.165155 0.045 0.007 0.011 0.00
H -4.666607 -2.265196 -0.193841 0.007 -0.004 -0.044 0.05
H -4.424545 -0.358470 -1.578511 0.018 -0.026 -0.026 0.01
H -3.722057 1.148421 -0.953319 0.053 0.013 -0.003 0.01
H -4.641811 0.072298 0.109025 0.077 0.010 -0.090 0.03
H -0.330036 -4.546537 0.279084 0.052 -0.005 0.010 0.00
O 0.098367 -0.106126 2.088384 0.072 0.149 -0.125 -0.03
Si -0.473282 -0.872342 3.353661 -0.180 -0.379 0.017 -0.02
C -2.234880 -1.514590 3.117721 0.139 0.102 0.078 0.00
C -2.619615 -2.823186 3.396066 0.048 -0.080 -0.004 0.00
C -3.926810 -3.249213 3.200949 -0.028 -0.071 0.129 0.00
C -4.877744 -2.365272 2.721297 -0.083 0.111 0.150 0.01
C -4.513149 -1.059250 2.424536 -0.144 0.022 0.263 0.01
C -3.206041 -0.644983 2.615338 -0.013 0.154 0.064 0.02
C -0.499095 0.329822 4.808921 0.084 -0.061 -0.137 0.00
C -1.318056 0.190206 5.925470 -0.122 -0.120 0.032 0.00
C -1.256975 1.086014 6.982948 -0.055 0.011 0.088 0.00
C -0.371766 2.152172 6.933017 0.012 0.067 0.071 0.00
C 0.439906 2.319099 5.819956 0.047 0.070 0.001 0.00
C 0.374514 1.417148 4.768472 0.034 0.043 0.004 0.00
C 0.607822 -2.352753 3.814509 -0.181 0.161 0.075 0.01
C 1.391107 -2.951244 2.830133 0.034 -0.049 -0.036 0.01
C 2.167012 -4.064420 3.121174 0.071 -0.046 -0.102 0.00
C 2.171628 -4.602969 4.397641 0.062 -0.088 0.026 0.00
C 1.398744 -4.020181 5.390628 -0.019 -0.024 0.097 0.00
C 0.629075 -2.905279 5.094815 -0.038 0.061 0.096 0.00
H -1.878391 -3.534986 3.741452 0.018 -0.017 0.023 0.00
H -4.192010 -4.281404 3.399993 -0.008 -0.002 -0.002 0.01
H -5.897626 -2.696242 2.557160 0.007 -0.011 -0.026 0.00
H -5.246138 -0.366293 2.026507 -0.010 -0.049 0.075 -0.01
H -2.922414 0.364727 2.339456 0.005 0.057 0.022 -0.01
H -2.033810 -0.625771 5.963385 0.004 -0.020 -0.004 0.00
H -1.907805 0.957077 7.841097 0.008 0.009 0.003 0.00
H -0.321973 2.857737 7.755402 -0.002 -0.003 -0.007 0.00
H 1.122144 3.159207 5.765157 0.004 0.013 0.010 0.00
H 0.992441 1.558479 3.889790 0.028 0.002 -0.044 0.00
H 1.396875 -2.542553 1.829649 -0.004 0.065 -0.134 -0.01
H 2.772509 -4.508983 2.340353 0.004 -0.006 -0.007 0.00
H 2.778931 -5.473247 4.620858 0.003 -0.007 -0.001 0.00
H 1.397528 -4.430983 6.394627 0.006 -0.002 -0.002 0.00
H 0.039822 -2.449972 5.884552 -0.026 0.016 0.022 0.00
```
Positions in Å, forces in eV/Å.